[1]
Molecular formula: C6H10N
Method: DFT, ωB97M-V/def2-TZVPD

Computed properties:
SMILES string   C#CC/C(C)=[NH+]/C
LUMO   -4.20 eV
Energy above the lowest of the compared OMol25 structures with the same formula, charge and spin   36.4 kcal/mol
Net charge   +1

Each line ends with the Löwdin charge.
Atoms and positions in Å:
C: -3.546 -0.707 -0.364  0.15
C: -2.610 0.031 -0.103  -0.14
C: -1.573 1.112 0.058  -0.06
C: -0.017 0.479 0.037  -0.17
C: 1.155 1.359 0.072  0.00
N: 0.034 -0.808 0.081  0.05
C: 1.274 -1.555 0.148  -0.01
H: -4.366 -1.396 -0.219  0.06
H: -1.622 2.013 -0.566  0.12
H: -1.612 1.412 1.190  0.16
H: 1.685 1.028 -0.794  0.10
H: 1.885 1.093 0.887  0.13
H: 0.944 2.453 -0.047  0.13
H: -0.763 -1.374 0.252  0.14
H: 2.097 -0.890 0.587  0.11
H: 1.267 -2.387 0.875  0.12
H: 1.580 -1.764 -0.902  0.13

***

[2]
Molecular formula: C2H14NO3S
Method: DFT, ωB97M-V/def2-TZVPD

Computed properties:
LUMO   -3.02 eV
Energy above the lowest of the compared OMol25 structures with the same formula, charge and spin   50.1 kcal/mol
Net charge   +1

Each line ends with the Löwdin charge.
Atoms and positions in Å:
C: -0.549 0.138 1.529  -0.21
C: 0.841 0.324 2.124  -0.39
S: 1.900 -1.395 1.995  0.73
N: -0.414 -0.235 -0.017  0.16
H: -1.105 1.061 1.397  0.11
H: -1.175 -0.743 1.890  0.15
H: 0.772 0.755 3.161  0.10
H: 1.358 1.119 1.467  0.11
H: 2.477 -1.065 0.932  -0.24
H: -0.696 0.609 -0.609  0.17
H: -0.887 -1.052 -0.287  0.12
H: 0.622 -0.360 0.028  0.09
H: -2.386 1.267 -3.603  0.07
H: -0.861 0.844 -3.816  -0.02
O: -1.703 0.548 -3.602  -0.05
H: 1.977 0.205 -2.632  0.07
H: 2.469 1.769 -2.580  0.08
O: 1.745 1.131 -2.322  -0.12
H: -3.800 0.958 -0.419  0.08
H: -3.350 0.001 0.553  -0.05
O: -3.126 0.299 -0.225  0.03

***

[3]
Molecular formula: CH3O3P
Method: DFT, ωB97M-V/def2-TZVPD

Computed properties:
LUMO   7.14 eV
Energy above the lowest of the compared OMol25 structures with the same formula, charge and spin   66.3 kcal/mol
Net charge   -2

Each line ends with the Löwdin charge.
Atoms and positions in Å:
C: 2.354 3.003 -0.241  -0.49
O: 0.751 -2.447 0.937  -0.68
O: 2.160 -1.979 -1.168  -0.63
O: 2.779 1.960 0.134  -0.14
P: 1.895 -1.709 0.271  0.34
H: 3.030 3.666 -0.819  -0.12
H: 1.462 3.508 -0.010  -0.05
H: 1.919 3.987 -2.130  -0.23

***

[4]
Molecular formula: C2HNO4
Method: DFT, ωB97M-V/def2-TZVPD

Computed properties:
SMILES string   O=C=NO.O=C=O
LUMO   0.18 eV
Energy above the lowest of the compared OMol25 structures with the same formula, charge and spin   23.3 kcal/mol

Each line ends with the Löwdin charge.
Atoms and positions in Å:
O: 1.064 0.556 -2.770  0.19
C: 0.294 0.471 -1.932  -0.31
N: -0.613 0.038 -1.254  0.01
O: -0.750 0.051 0.096  -0.05
H: -1.027 -0.883 0.377  0.15
O: 4.789 0.354 -0.951  0.23
C: 4.169 -0.549 -0.626  -0.43
O: 3.426 -1.381 -0.306  0.20

***

[5]
Molecular formula: C43H62FN2OP2RbSSi
Method: DFT, ωB97M-V/def2-TZVPD

Computed properties:
LUMO   3.85 eV
Energy above the lowest of the compared OMol25 structures with the same formula, charge and spin   10.1 kcal/mol
Net charge   -2

Each line ends with the Löwdin charge.
Atoms and positions in Å:
Rb: 2.169 -0.275 -1.126  0.45
C: -0.909 -3.792 -1.877  -0.30
Si: -0.698 -1.947 -1.302  0.54
C: -1.867 -2.054 0.288  -0.31
C: -3.218 -2.430 0.165  -0.12
C: -4.058 -2.585 1.254  -0.11
C: -3.565 -2.390 2.542  -0.11
C: -2.241 -2.022 2.704  -0.11
C: -1.396 -1.827 1.601  -0.39
P: 0.310 -1.161 1.826  1.05
C: 0.981 -2.298 3.111  -0.47
C: 2.399 -1.902 3.532  -0.22
C: 2.870 -2.766 4.713  -0.19
C: 2.307 -4.197 4.637  -0.22
C: 2.087 -4.605 3.184  -0.20
C: 1.001 -3.731 2.532  -0.20
C: -0.006 0.440 2.717  -0.43
C: -0.235 0.461 4.228  -0.21
C: -0.772 1.840 4.651  -0.19
C: -0.147 2.987 3.833  -0.20
C: 1.240 2.593 3.336  -0.19
C: 1.134 1.424 2.348  -0.22
C: -1.995 -1.073 -2.488  -0.32
C: -2.750 -1.756 -3.458  -0.12
C: -3.560 -1.097 -4.375  -0.11
C: -3.653 0.287 -4.353  -0.12
C: -2.925 0.995 -3.407  -0.11
C: -2.107 0.343 -2.481  -0.36
P: -1.107 1.287 -1.232  1.07
C: -0.392 2.647 -2.249  -0.46
C: 0.214 3.727 -1.320  -0.20
C: 1.375 4.486 -1.981  -0.20
C: 1.156 4.619 -3.483  -0.20
C: 1.170 3.235 -4.156  -0.18
C: 0.676 2.118 -3.223  -0.21
C: -2.406 2.165 -0.214  -0.42
C: -3.293 1.131 0.496  -0.23
C: -4.343 1.804 1.376  -0.18
C: -5.246 2.771 0.571  -0.20
C: -4.762 2.936 -0.869  -0.22
C: -3.269 3.256 -0.908  -0.20
H: -1.931 -4.201 -1.819  0.00
H: -0.550 -3.909 -2.907  0.00
H: -0.260 -4.417 -1.252  0.00
H: -3.619 -2.594 -0.833  0.09
H: -5.097 -2.864 1.105  0.09
H: -4.207 -2.524 3.405  0.09
H: -1.861 -1.881 3.710  0.08
H: 0.340 -2.283 4.004  0.10
H: 3.071 -2.014 2.679  0.10
H: 2.471 -0.843 3.789  0.09
H: 3.964 -2.798 4.719  0.10
H: 2.568 -2.302 5.657  0.10
H: 2.972 -4.899 5.148  0.10
H: 1.347 -4.244 5.163  0.10
H: 3.028 -4.495 2.636  0.11
H: 1.812 -5.660 3.106  0.10
H: 1.169 -3.690 1.451  0.11
H: 0.016 -4.186 2.665  0.11
H: -0.930 0.798 2.244  0.09
H: -0.935 -0.311 4.549  0.08
H: 0.707 0.245 4.742  0.10
H: -1.859 1.850 4.521  0.10
H: -0.587 1.998 5.719  0.10
H: -0.777 3.211 2.965  0.10
H: -0.111 3.904 4.427  0.10
H: 1.751 3.431 2.859  0.11
H: 1.859 2.306 4.194  0.11
H: 0.952 1.806 1.340  0.08
H: 2.092 0.900 2.285  0.08
H: -2.686 -2.839 -3.502  0.08
H: -4.114 -1.666 -5.116  0.09
H: -4.274 0.813 -5.070  0.09
H: -2.988 2.079 -3.408  0.08
H: -1.181 3.107 -2.854  0.09
H: -0.582 4.421 -1.029  0.10
H: 0.579 3.267 -0.395  0.09
H: 1.487 5.469 -1.514  0.10
H: 2.307 3.947 -1.802  0.07
H: 0.196 5.119 -3.670  0.10
H: 1.926 5.254 -3.929  0.10
H: 0.531 3.255 -5.045  0.10
H: 2.183 2.998 -4.481  0.10
H: 0.285 1.282 -3.806  0.11
H: 1.520 1.725 -2.650  0.03
H: -1.811 2.646 0.573  0.09
H: -3.783 0.490 -0.243  0.11
H: -2.682 0.454 1.095  0.08
H: -4.947 1.038 1.867  0.10
H: -3.833 2.349 2.178  0.10
H: -6.283 2.424 0.579  0.10
H: -5.255 3.757 1.047  0.10
H: -4.949 2.022 -1.441  0.11
H: -5.328 3.729 -1.365  0.10
H: -2.956 3.411 -1.941  0.07
H: -3.107 4.219 -0.409  0.11
N: 4.599 -0.358 1.110  0.01
H: 4.520 -1.024 0.345  -0.02
H: 5.598 -0.259 1.261  0.01
H: 4.297 0.536 0.710  -0.08
F: 5.842 -4.460 -5.830  -0.03
C: 5.158 -3.724 -4.884  -0.33
C: 3.784 -3.798 -4.840  -0.08
C: 3.114 -3.041 -3.867  -0.20
C: 3.741 -2.200 -2.931  -0.23
C: 5.144 -2.190 -3.061  -0.21
C: 5.868 -2.931 -4.009  -0.08
H: 3.256 -4.431 -5.546  0.09
H: 2.027 -3.135 -3.858  0.06
H: 5.743 -1.558 -2.404  0.05
H: 6.951 -2.889 -4.076  0.09
O: 4.407 2.794 -2.899  -0.61
S: 4.488 1.881 -1.747  0.52
N: 3.645 2.036 -0.558  -0.56

***

[6]
Molecular formula: C36H64NO2P2PtSi2
Method: DFT, ωB97M-V/def2-TZVPD

Computed properties:
Multiplicity   5
LUMO (spin up / spin down)   -1.74 / -5.10 eV
Energy above the lowest of the compared OMol25 structures with the same formula, charge and spin   0.0 kcal/mol
Net charge   +1

Each line ends with the Löwdin charge.
Atoms and positions in Å:
Pt: 0.247 -0.964 -0.185  1.02
C: 0.360 0.159 -3.827  -0.22
P: 1.272 -0.597 -2.445  0.80
C: 2.992 -0.042 -2.634  -0.22
C: 1.385 -2.315 -3.111  -0.40
C: 1.851 -3.327 -2.067  -0.40
P: 0.690 -3.346 -0.660  0.78
C: -0.797 -4.117 -1.378  -0.23
C: 1.356 -4.666 0.396  -0.22
H: 0.545 -0.416 -4.735  0.06
H: 0.667 1.190 -3.976  0.04
H: -0.705 0.152 -3.596  0.04
H: 3.285 -0.114 -3.683  0.06
H: 3.653 -0.664 -2.029  0.04
H: 3.093 0.988 -2.297  0.04
H: 2.046 -2.317 -3.981  0.09
H: 0.385 -2.579 -3.466  0.08
H: 2.846 -3.075 -1.686  0.08
H: 1.909 -4.335 -2.487  0.09
H: -0.508 -4.928 -2.048  0.06
H: -1.388 -3.374 -1.910  0.03
H: -1.413 -4.520 -0.575  0.04
H: 1.405 -5.586 -0.188  0.06
H: 0.711 -4.822 1.258  0.04
H: 2.350 -4.400 0.756  0.05
C: 4.967 -1.788 1.770  -0.03
C: 3.736 -2.354 2.428  -0.26
C: 3.835 -3.338 3.416  0.02
C: 2.699 -3.884 4.014  -0.25
C: 2.821 -4.954 5.067  -0.03
C: 1.450 -3.434 3.629  0.02
C: 1.291 -2.420 2.645  -0.31
C: 2.486 -1.915 2.056  -0.04
N: 0.120 -1.941 2.172  0.09
C: -1.212 -2.101 2.794  -0.59
C: -1.950 -3.177 1.987  -0.03
C: -1.933 -0.763 2.609  -0.05
C: -1.285 -2.428 4.294  -0.04
H: 5.870 -2.073 2.307  0.08
H: 4.921 -0.700 1.726  0.08
H: 5.062 -2.158 0.746  0.08
H: 4.814 -3.685 3.724  0.12
H: 3.855 -5.270 5.192  0.08
H: 2.226 -5.829 4.807  0.09
H: 2.463 -4.587 6.029  0.09
H: 0.589 -3.921 4.053  0.10
H: 2.407 -1.102 1.346  0.07
H: -2.081 -2.856 0.952  0.05
H: -2.935 -3.343 2.427  0.10
H: -1.405 -4.124 2.010  0.08
H: -1.787 -0.369 1.605  0.03
H: -1.563 -0.031 3.327  0.07
H: -3.002 -0.902 2.773  0.10
H: -1.229 -3.495 4.504  0.07
H: -2.252 -2.085 4.663  0.09
H: -0.513 -1.909 4.862  0.09
C: -0.784 2.382 2.390  -0.16
Si: 0.906 1.620 2.076  0.30
C: 1.523 0.830 3.656  -0.15
C: 2.058 3.047 1.703  -0.16
O: 0.997 0.577 0.798  -0.53
H: -0.727 3.463 2.244  0.04
H: -1.117 2.205 3.414  0.03
H: -1.558 2.005 1.720  0.02
H: 1.498 1.558 4.469  0.04
H: 2.550 0.475 3.543  0.03
H: 0.908 -0.023 3.955  0.01
H: 2.107 3.690 2.585  0.04
H: 1.689 3.655 0.874  0.02
H: 3.068 2.706 1.465  0.03
C: -1.631 8.067 -2.853  -0.04
C: -0.941 6.764 -2.561  -0.25
C: -1.647 5.684 -2.049  0.00
C: -1.041 4.458 -1.804  -0.18
C: -1.883 3.324 -1.280  -0.03
C: 0.337 4.339 -2.048  -0.11
C: 1.052 3.088 -1.754  -0.20
O: 0.545 1.985 -1.739  -0.06
C: 1.074 5.421 -2.561  -0.21
C: 2.549 5.307 -2.865  -0.04
C: 0.417 6.610 -2.826  0.00
H: -2.513 8.196 -2.228  0.08
H: -1.954 8.098 -3.896  0.09
H: -0.962 8.911 -2.692  0.08
H: -2.704 5.797 -1.835  0.12
H: -2.772 3.718 -0.787  0.08
H: -1.341 2.689 -0.585  0.06
H: -2.205 2.677 -2.100  0.09
H: 2.122 3.196 -1.501  0.12
H: 2.764 4.461 -3.520  0.08
H: 3.140 5.183 -1.955  0.09
H: 2.898 6.209 -3.363  0.08
H: 0.974 7.441 -3.242  0.12
C: -5.311 0.539 -0.628  -0.17
Si: -4.494 -0.580 -1.869  0.41
C: -4.638 0.073 -3.600  -0.18
C: -5.131 -2.326 -1.738  -0.18
C: -2.713 -0.667 -1.371  -0.16
C: -1.574 -0.768 -0.921  -0.33
H: -6.389 0.603 -0.789  0.04
H: -4.900 1.549 -0.685  0.03
H: -5.139 0.166 0.383  0.03
H: -5.686 0.109 -3.906  0.04
H: -4.104 -0.561 -4.310  0.03
H: -4.232 1.083 -3.678  0.03
H: -6.188 -2.386 -2.002  0.04
H: -5.016 -2.695 -0.716  0.03
H: -4.582 -2.996 -2.402  0.03